This record from the OMol25 dataset describes a structure of composition C9H19CsNO5S. The level of theory is ωB97M-V with the def2-TZVPD basis set.

Computed properties:
**Relative energy (zero: lowest compared OMol25 entry of this formula, charge and spin)**: 106.6 kcal/mol
**Max |F|**: 3.00 eV/A
**Spin multiplicity**: 1
**Charge**: -1
**Molecular weight**: 386.22 g/mol
**Energy**: -32748.8381 eV
**LUMO**: 0.29 eV

Last column: Löwdin charge in e.
Geometry (Å):
Cs -20.15560 13.59428 14.45311  0.877
S -24.96869 14.25540 12.53899  0.107
O -25.44420 13.16828 11.68945  -0.479
O -23.64836 14.67695 12.04161  -0.522
O -25.95664 15.34371 12.56050  -0.470
O -24.89434 13.70986 13.95980  -0.542
C -20.08409 12.22861 6.60494  -0.036
C -19.50093 12.30954 8.03650  -0.473
C -18.25863 11.39233 8.07413  -0.157
C -17.01962 11.99881 7.39086  -0.170
C -16.83209 13.33499 8.14907  -0.137
C -18.04725 14.31170 8.09844  -0.503
N -19.29331 13.70056 8.48764  -0.133
O -20.39897 14.53935 8.38843  0.030
C -17.63747 15.33767 9.26256  -0.025
C -18.11824 15.05558 6.78472  -0.036
C -20.48052 11.65931 9.05061  -0.033
H -19.36236 12.14552 5.79235  0.063
H -20.71921 13.05047 6.27441  0.080
H -20.76922 11.39583 6.44633  0.080
H -18.03984 11.32330 9.13971  0.106
H -18.45157 10.36342 7.77044  0.122
H -17.13417 12.04979 6.30810  0.100
H -16.16667 11.35715 7.61185  0.102
H -15.94776 13.81076 7.72516  0.117
H -16.79266 13.01891 9.19148  0.111
H -18.04542 14.84669 10.14608  0.073
H -16.60186 15.62489 9.44447  0.072
H -18.17683 16.24505 8.99082  0.071
H -18.82703 15.88146 6.84507  0.083
H -17.15393 15.46236 6.48024  0.084
H -18.42729 14.41577 5.95814  0.075
H -20.09458 11.87373 10.04720  0.071
H -20.59517 10.57725 9.11456  0.086
H -21.43973 12.17565 9.08824  0.093
H -20.92435 14.38566 9.17707  0.115


This record from the OMol25 dataset describes a cluster of 5 separate species, C23H40BNO18S in total. The level of theory is ωB97M-V with the def2-TZVPD basis set.

Computed properties:
**Max |F|**: 0.87 eV/A
**Spin multiplicity**: 1
**Molecular weight**: 661.44 g/mol
**Energy**: -74358.3168 eV
**SMILES**: COCCC[C@@]1(B(O)O)CC[C@H](CCCN)OS1(=O)=O.O=C1OCCO1.O=C1OCCO1.O=C1OCCO1.O=C1OCCO1
**LUMO**: 0.33 eV

Last column: Löwdin charge in e.
Geometry (Å):
C -0.97137 2.09194 0.25564  -0.102
O -2.35095 2.11658 -0.04432  -0.164
C -2.61361 2.24276 -1.43100  -0.227
C -3.41422 1.04342 -1.94005  -0.146
C -3.25281 0.88913 -3.44644  -0.125
C -2.07788 -0.07224 -3.85198  -0.293
B -1.24365 0.63986 -5.00951  -0.643
O -1.46537 0.46255 -6.34116  0.198
O -0.29487 1.55755 -4.55699  0.147
C -1.05580 -0.38708 -2.72249  -0.131
C -1.27069 -1.69963 -1.98317  -0.116
C -1.14492 -2.90925 -2.90733  -0.312
C 0.25601 -3.47510 -3.05445  -0.131
C 1.28743 -2.57838 -3.77180  -0.159
C 2.30759 -1.89121 -2.84494  -0.247
N 2.24511 -0.40759 -2.91321  0.017
O -1.64450 -2.64809 -4.25370  -0.180
S -2.85165 -1.61849 -4.33873  0.663
O -3.26792 -1.60147 -5.70069  -0.232
O -3.84365 -1.96876 -3.36269  -0.248
H -0.59450 3.08164 0.53279  0.093
H -0.36793 1.71080 -0.56601  0.066
H -0.82344 1.42850 1.10669  0.068
H -3.17603 3.15913 -1.62815  0.128
H -1.67391 2.33661 -1.98195  0.111
H -3.13400 0.14063 -1.40867  0.105
H -4.46027 1.24575 -1.70733  0.122
H -3.13683 1.86046 -3.93200  0.127
H -4.16829 0.47447 -3.86636  0.113
H -0.66043 0.44791 -6.85910  0.114
H 0.60160 1.23745 -4.69974  0.099
H -0.08240 -0.47767 -3.19345  0.072
H -0.95432 0.43773 -2.02772  0.093
H -2.23726 -1.73510 -1.48599  0.109
H -0.50348 -1.77880 -1.21193  0.101
H -1.77372 -3.69740 -2.48889  0.147
H 0.15976 -4.39262 -3.64027  0.114
H 0.62106 -3.78856 -2.07629  0.115
H 1.84801 -3.24210 -4.43284  0.102
H 0.81193 -1.85015 -4.42283  0.099
H 3.31406 -2.20480 -3.11276  0.098
H 2.16989 -2.23149 -1.81901  0.092
H 3.18872 -0.05384 -3.01411  0.067
H 1.96021 -0.05476 -2.00455  0.044
C 0.10688 -1.51407 3.15339  -0.103
C 0.27204 -2.75838 2.30318  -0.098
O 0.38393 -2.20778 0.98370  0.047
C 0.82133 -0.93419 1.09046  -0.569
O 1.16293 -0.25676 0.17512  0.152
O 0.80221 -0.52762 2.37628  0.057
H 0.55158 -1.59165 4.14117  0.136
H -0.93462 -1.20682 3.25340  0.136
H 1.18784 -3.30506 2.53225  0.135
H -0.57545 -3.43559 2.35634  0.135
C 3.67164 -6.33492 -1.93832  -0.114
C 5.18527 -6.40220 -1.86622  -0.113
O 5.54681 -5.01888 -1.80424  0.063
C 4.49446 -4.32252 -1.31466  -0.573
O 4.52181 -3.18096 -0.99578  0.163
O 3.39208 -5.11050 -1.25166  0.048
H 3.17479 -7.16501 -1.44408  0.132
H 3.30549 -6.25347 -2.96318  0.132
H 5.53862 -6.89768 -0.96062  0.133
H 5.64102 -6.87095 -2.73374  0.132
C -0.41314 2.54346 4.48258  -0.099
C 0.88815 2.97126 5.12530  -0.099
O 0.74789 2.45902 6.45952  0.063
C -0.12944 1.43225 6.43333  -0.580
O -0.33418 0.68935 7.33789  0.157
O -0.74584 1.36269 5.22954  0.047
H -0.31832 2.30869 3.42566  0.118
H -1.20609 3.27956 4.61965  0.129
H 1.75851 2.50540 4.66039  0.136
H 1.02136 4.04934 5.14096  0.109
C -1.30829 7.82517 7.02468  -0.109
C -1.55711 6.32989 7.08278  -0.107
O -0.87194 5.87003 5.91169  0.042
C 0.08410 6.77460 5.59085  -0.573
O 0.92909 6.59121 4.77700  0.165
O -0.05931 7.89742 6.32638  0.068
H -1.21791 8.28868 8.00277  0.133
H -2.06546 8.35282 6.44301  0.133
H -1.10508 5.86318 7.95899  0.136
H -2.60837 6.06071 7.03374  0.133


This record from the OMol25 dataset describes a structure of composition C40H28BrErN7O. The level of theory is ωB97M-V with the def2-TZVPD basis set.

Computed properties:
**Max |F|**: 4.04 eV/A
**Spin multiplicity**: 4
**Charge**: +1
**Molecular weight**: 869.88 g/mol
**Energy**: -152072.4688 eV
**LUMO (spin up / spin down)**: -3.82 / -3.82 eV

Last column: Löwdin charge in e.
Geometry (Å):
Er 11.74644 12.04174 11.51288  1.420
Br 5.85407 12.45210 16.45040  0.779
C 7.21280 12.01476 15.23860  -0.687
C 8.24373 11.11301 15.72590  -0.075
C 9.46443 11.08153 15.16208  -0.014
C 9.75267 11.83604 14.05239  -0.280
O 10.94918 11.76430 13.48152  -0.184
C 8.78290 12.79053 13.51753  -0.129
C 9.04961 13.60101 12.45568  -0.048
N 10.23503 13.70649 11.79801  -0.059
C 10.39417 14.76023 10.89044  -0.205
C 9.54331 15.89965 10.90349  0.014
C 9.68649 16.95798 9.97533  -0.052
C 10.74038 16.98784 9.10702  -0.031
C 11.68291 15.91605 9.14136  -0.131
C 12.71213 15.87466 8.13410  0.050
C 13.53664 14.73106 8.10272  -0.033
C 13.32614 13.64825 8.97556  -0.052
N 12.24369 13.66398 9.85254  -0.021
C 11.50552 14.78015 9.96802  -0.195
C 7.45649 12.77311 14.10267  -0.054
H 8.01784 10.48522 16.59232  0.116
H 10.26436 10.41554 15.46911  0.139
H 8.22235 14.15616 11.96571  0.139
H 8.71991 15.87251 11.53279  0.076
H 8.93222 17.75908 9.95805  0.124
H 10.91748 17.86463 8.50310  0.118
H 12.80119 16.72060 7.48461  0.117
H 14.26724 14.58877 7.29147  0.119
H 13.93056 12.72257 8.92362  0.131
H 6.67840 13.45921 13.76579  0.114
N 9.50267 10.88390 7.89652  0.110
C 9.89186 11.45106 9.07697  -0.157
N 10.58138 10.79074 9.98542  -0.021
C 10.76532 9.30263 9.83654  -0.390
N 12.01890 8.95651 10.37942  0.064
N 12.30791 9.78855 11.34478  -0.126
C 13.31193 9.53311 12.20519  -0.121
C 14.16886 10.51623 12.71177  -0.249
C 15.22767 10.21688 13.68196  -0.008
C 15.92532 11.24959 14.19143  -0.068
C 15.61254 12.58515 13.79772  -0.058
C 14.54305 12.78695 12.96446  -0.167
N 13.78436 11.80778 12.51437  -0.069
C 10.83717 8.91312 8.37860  -0.090
C 11.35082 7.69294 8.00328  -0.014
C 11.39278 7.32960 6.67412  -0.080
C 10.93112 8.17083 5.71642  -0.093
C 10.35761 9.39228 6.06378  -0.009
C 10.09772 9.66045 7.43386  -0.137
H 9.03978 11.40891 7.17592  0.147
H 9.43978 12.45233 9.33610  0.152
H 13.59044 8.46487 12.43587  0.132
H 15.50194 9.15927 13.93904  0.135
H 16.71696 11.04371 14.89165  0.111
H 16.33796 13.40071 13.99075  0.117
H 14.29913 13.80700 12.69045  0.113
H 11.80190 7.06209 8.77334  0.116
H 11.76697 6.32398 6.40069  0.127
H 11.09980 7.99188 4.64401  0.121
H 10.16986 10.11369 5.27953  0.109
C 9.76531 5.06074 13.19345  -0.094
C 10.86620 5.38603 12.36506  -0.081
C 10.86548 6.48692 11.54987  -0.039
C 9.72971 7.38394 11.45912  -0.071
C 9.57266 8.56944 10.61103  -0.015
C 8.27784 9.12251 10.57360  -0.043
C 7.28681 8.85900 11.50394  -0.073
C 7.36552 7.71191 12.25768  -0.031
C 8.57856 6.99596 12.23543  -0.150
C 8.65816 5.83828 13.12875  -0.040
H 9.79776 4.27314 13.96165  0.114
H 11.80204 4.81426 12.43898  0.111
H 11.77336 6.79563 11.03747  0.079
H 8.09835 9.85113 9.80794  0.092
H 6.44892 9.55168 11.59344  0.111
H 6.65910 7.35170 12.97804  0.106
H 7.81190 5.63597 13.83460  0.124


This record from the OMol25 dataset describes a structure of composition C26H23BrN4O3Os. The level of theory is ωB97M-V with the def2-TZVPD basis set.

Computed properties:
**Max |F|**: 0.82 eV/A
**Spin multiplicity**: 5
**Charge**: +2
**Molecular weight**: 709.63 g/mol
**Energy**: -111931.4712 eV
**LUMO (spin up / spin down)**: -6.32 / -8.59 eV

Last column: natural (NBO) charge in e.
Geometry (Å):
Os -0.11523 -0.21286 -0.07724  1.598
C 1.27494 -3.70025 -2.24950  -0.249
O 2.26413 -3.04121 -3.06400  -0.398
C 2.56448 -1.77186 -3.00044  0.376
C 3.59888 -1.36783 -3.87800  -0.196
C 4.01470 -0.07316 -3.91477  -0.165
C 3.41571 0.88434 -3.06683  -0.092
C 2.39988 0.54361 -2.19703  -0.146
C 1.87752 1.60105 -1.36223  0.142
N 0.95390 1.48636 -0.46328  -0.352
N 0.61178 2.62111 0.23991  -0.372
C -0.42056 2.37336 0.99717  0.564
O -0.98757 1.17632 1.01729  -0.680
C -0.98419 3.41511 1.85415  -0.102
C -0.59605 4.74416 1.69047  -0.160
C -1.13184 5.71695 2.51446  -0.208
C -2.04485 5.36745 3.50153  -0.152
C -2.43099 4.04386 3.66663  -0.211
C -1.90553 3.06546 2.84109  -0.171
C 1.94169 -0.80306 -2.15400  0.263
O 0.96796 -1.17408 -1.37745  -0.580
H 1.30812 -4.73663 -2.56230  0.229
H 0.28752 -3.28263 -2.43422  0.198
H 1.53249 -3.61732 -1.19668  0.197
H 4.03940 -2.12744 -4.51081  0.264
H 4.80610 0.22243 -4.59046  0.258
H 3.75648 1.91294 -3.09246  0.243
H 2.29846 2.59629 -1.47383  0.244
H 0.11674 5.00157 0.91890  0.233
H -0.84101 6.75155 2.38854  0.234
H -2.46049 6.13237 4.14527  0.234
H -3.14153 3.77871 4.43800  0.232
H -2.20102 2.03093 2.95487  0.222
C -5.65767 -2.97162 -1.67686  -0.656
C -4.33338 -2.40308 -1.27433  0.115
C -3.58074 -2.94594 -0.23667  -0.234
C -2.37049 -2.39056 0.11198  0.067
N -1.86237 -1.32226 -0.52771  -0.541
C -2.57643 -0.79498 -1.55043  0.055
C -3.79034 -1.29984 -1.93768  -0.224
H -5.98533 -3.75507 -0.99856  0.241
H -5.59322 -3.39060 -2.68366  0.256
H -6.41644 -2.18859 -1.70610  0.254
H -3.93881 -3.80637 0.31266  0.250
H -1.77798 -2.81223 0.90881  0.225
H -2.14988 0.06262 -2.05582  0.221
H -4.31921 -0.83032 -2.75684  0.252
Br -0.48365 -1.48295 2.87769  0.145
C 1.34568 -1.06329 2.69609  0.154
C 2.22079 -1.30384 3.73384  -0.254
C 3.54959 -0.96099 3.53567  -0.101
C 3.93520 -0.40229 2.32595  -0.221
C 2.97846 -0.20612 1.35224  0.056
N 1.68980 -0.53278 1.52967  -0.534
H 1.87280 -1.73981 4.65883  0.264
H 4.27370 -1.12953 4.32190  0.255
H 4.96065 -0.11705 2.13955  0.253
H 3.23924 0.22989 0.39704  0.207


This record from the OMol25 dataset describes a structure of composition C14H18BiCl2N2. The level of theory is ωB97M-V with the def2-TZVPD basis set.

Computed properties:
**Relative energy (zero: lowest compared OMol25 entry of this formula, charge and spin)**: 0.0 kcal/mol
**Max |F|**: 7.50 eV/A
**Spin multiplicity**: 1
**Charge**: -1
**Molecular weight**: 494.20 g/mol
**Energy**: -48675.6419 eV
**LUMO**: 2.79 eV

Last column: natural (NBO) charge in e.
Geometry (Å):
Bi -0.34892 -0.35216 -0.83865  1.374
Cl 1.97200 0.36022 -1.66268  -0.721
Cl -2.71581 -0.88668 0.15671  -0.743
C -0.45698 -2.01687 -1.98554  -0.944
H -1.38163 -2.58691 -1.91714  0.235
H 0.18575 -2.10240 -2.85691  0.220
C 0.44999 -1.94682 0.61893  -0.571
C 0.52703 -2.62617 -0.60558  -0.221
H -0.51506 -2.00169 1.13580  0.243
C 1.94724 -2.94519 -1.14395  -0.426
H 0.02052 -3.59295 -0.47037  0.172
C 2.85143 -3.39764 -0.00588  -0.394
H 1.88405 -3.70452 -1.93345  0.196
H 2.35607 -2.03219 -1.59425  0.232
C 2.98178 -2.29701 1.04313  -0.396
H 2.42847 -4.29854 0.45508  0.179
H 3.84189 -3.66304 -0.39101  0.192
C 1.63924 -1.67281 1.49450  -0.406
H 3.49362 -2.68995 1.92862  0.187
H 3.60939 -1.49347 0.63881  0.204
H 1.39254 -2.05912 2.49559  0.186
H 1.78087 -0.58733 1.61829  0.199
N -0.25409 4.62752 -0.14588  -0.566
C 0.13268 3.39290 -0.58263  0.221
N -0.64376 2.44910 -0.05422  -0.464
C -1.57374 3.07334 0.76768  0.082
C -2.66412 2.57805 1.48719  -0.197
C -3.49447 3.48925 2.14953  -0.239
C -3.24918 4.87390 2.08606  -0.225
C -2.15621 5.38206 1.35885  -0.276
C -1.33714 4.46614 0.72374  0.150
H 0.16876 5.50882 -0.41529  0.406
H 0.96424 3.24272 -1.26221  0.228
H -2.82708 1.49986 1.47077  0.267
H -4.34974 3.12647 2.72245  0.211
H -3.92193 5.55678 2.60704  0.204
H -1.93151 6.44637 1.27464  0.202